[1]
ORCA calculation (ωB97M-V with the def2-TZVPD basis set) on a cluster of 2 separate species, C7H14 in total.

Its SMILES is C=C[C@]1(C)C[C@H]1C.[H][H]. The calculation puts the HOMO energy at -8.992 eV. The gap between HOMO and LUMO comes out at 0.3714 hartree.

Positions of all 21 atoms, in Å:
C1 2.5877 -0.0488 -0.3390
C2 1.3791 -0.5581 -0.5689
C3 -0.5323 -1.5851 0.7021
C4 -1.1560 -0.7640 -0.3818
C5 -2.4722 -0.0657 -0.1312
C6 0.1538 -0.3135 0.2423
C7 0.1940 0.8799 1.1762
H1 1.2508 2.0479 -1.7637
H2 2.7812 0.6244 0.4912
H3 3.4351 -0.2993 -0.9695
H4 1.2489 -1.2418 -1.4098
H5 -0.0657 -2.5345 0.4545
H6 -1.0023 -1.5616 1.6827
H7 -1.0572 -1.1640 -1.3905
H8 -2.5836 0.2215 0.9190
H9 -2.5820 0.8359 -0.7435
H10 -3.3036 -0.7386 -0.3684
H11 0.9643 2.6815 -2.0318
H12 0.6734 1.7355 0.6893
H13 0.7546 0.6567 2.0899
H14 -0.8077 1.1959 1.4766

---

[2]
ORCA calculation (ωB97M-V with the def2-TZVPD basis set) on a structure of composition C35H29MoN4PS2 in a non-equilibrium geometry.

The calculation puts the HOMO energy (alpha / beta) at -14.475 / -14.451 eV. The total charge is +2. The gap between HOMO and LUMO (alpha / beta) comes out at 0.2596 / 0.2586 hartree.

Positions of all 72 atoms, in Å:
Mo1 0.9893 0.2888 0.2150
N1 -0.2834 -1.7724 -1.9977
P1 -0.0759 -0.0982 -1.9196
C1 1.4883 0.3216 -2.7262
C2 1.6566 0.4832 -4.0940
C3 2.9118 0.8001 -4.6055
C4 3.9967 0.9658 -3.7578
C5 3.8547 0.8135 -2.3812
C6 2.6083 0.4907 -1.8920
C7 -1.4535 0.5993 -2.7853
C8 -1.3633 1.9029 -3.2875
C9 -2.4325 2.4345 -3.9877
C10 -3.5814 1.6758 -4.1887
C11 -3.6723 0.3857 -3.6856
C12 -2.6110 -0.1567 -2.9770
C13 0.5284 -2.5407 -1.1833
C14 0.6615 -3.9150 -1.3467
C15 1.4923 -4.5990 -0.4948
C16 2.1950 -3.9132 0.4980
C17 2.0178 -2.5647 0.5941
N2 1.1785 -1.8706 -0.2202
H1 -0.7029 -2.2214 -2.7994
H2 0.8096 0.3797 -4.7625
H3 3.0393 0.9264 -5.6728
H4 4.9664 1.2195 -4.1660
H5 4.6997 0.9426 -1.7197
H6 2.6036 0.3096 -0.8109
H7 -0.4632 2.4887 -3.1515
H8 -2.3674 3.4397 -4.3834
H9 -4.4116 2.0937 -4.7438
H10 -4.5701 -0.1988 -3.8363
H11 -2.7110 -1.1482 -2.5523
H12 0.1198 -4.4188 -2.1364
H13 1.6095 -5.6695 -0.6059
H14 2.8679 -4.4156 1.1765
H15 2.5517 -1.9953 1.3424
S1 0.4060 2.4080 -0.4466
C18 -1.2885 2.5855 0.0596
C19 -1.9582 3.7499 -0.2885
C20 -3.2921 3.9346 0.0521
C21 -3.9565 5.1492 -0.3637
N3 -4.4818 6.1175 -0.6900
C22 -3.9749 2.9444 0.7611
C23 -3.3103 1.7761 1.1189
C24 -1.9822 1.6075 0.7654
S2 -1.1888 0.0848 1.2824
C25 -5.3611 3.1102 1.1291
N4 -6.4654 3.2423 1.4176
H16 -1.4468 4.5212 -0.8503
H17 -3.8486 1.0067 1.6602
C26 0.5005 0.7709 4.6023
C27 1.0107 0.1338 3.3013
C28 2.4132 0.6887 2.9753
C29 0.1895 0.7258 2.1385
C30 0.9938 -1.3864 3.4384
C31 -0.1976 -2.0963 3.3064
C32 -0.2429 -3.4727 3.4934
C33 0.9057 -4.1664 3.8444
C34 2.0957 -3.4693 4.0152
C35 2.1378 -2.0953 3.8124
H18 0.5670 1.8615 4.5641
H19 1.1017 0.4155 5.4418
H20 -0.5370 0.4877 4.7910
H21 2.3877 1.7754 2.8906
H22 2.8265 0.2912 2.0262
H23 3.1590 0.4379 3.7261
H24 0.0592 1.7919 2.2835
H25 -1.1290 -1.5823 3.0999
H26 -1.1855 -3.9954 3.3907
H27 0.8688 -5.2355 4.0098
H28 2.9950 -3.9908 4.3212
H29 3.0822 -1.5913 3.9660

---

[3]
ORCA calculation (ωB97M-V with the def2-TZVPD basis set) on an isolated molecule of C21H24N2O3 in a non-equilibrium geometry.

Its SMILES is Cc1cccc(C(=O)N/C(=C\c2ccco2)C(=O)N2CCCCCC2)c1. The calculation puts the HOMO energy at -7.795 eV. The gap between HOMO and LUMO comes out at 0.3029 hartree.

Positions of all 50 atoms, in Å:
C1 -6.4490 -0.9616 1.7427
C2 -5.4437 -0.9202 0.6331
C3 -4.1756 -0.4023 0.8504
C4 -3.2213 -0.3829 -0.1612
C5 -3.5501 -0.8688 -1.4239
C6 -4.8152 -1.3796 -1.6495
C7 -5.7510 -1.4132 -0.6296
H1 -6.7347 -1.8185 -0.8189
H2 -5.0760 -1.7519 -2.6294
H3 -2.8390 -0.8259 -2.2359
C8 -1.8911 0.2050 0.1561
O1 -1.7218 1.0199 1.0415
N1 -0.8732 -0.2492 -0.6368
C9 0.4705 0.0996 -0.4835
C10 0.9408 1.3566 -0.3883
C11 0.2117 2.5879 -0.4697
C12 -1.0336 2.9427 -0.9361
C13 -1.1229 4.3437 -0.8072
C14 0.0641 4.7498 -0.2765
O2 0.8786 3.7054 -0.0796
H4 0.4332 5.7187 -0.0029
H5 -1.9567 4.9620 -1.0698
H6 -1.7809 2.2947 -1.3430
H7 2.0018 1.4969 -0.2505
C15 1.3514 -1.1036 -0.6370
O3 1.0788 -1.9100 -1.5193
N2 2.3882 -1.2784 0.2073
C16 2.6058 -0.5309 1.4224
H8 1.6986 0.0299 1.6525
C17 3.8215 0.4243 1.3817
H9 4.4536 0.2287 2.2499
H10 3.4701 1.4540 1.4703
C18 4.6838 0.3219 0.1229
C19 5.3780 -1.0311 -0.0538
C20 4.5130 -2.0558 -0.7826
C21 3.2498 -2.4256 -0.0096
H11 3.5139 -2.8548 0.9608
H12 2.6787 -3.1607 -0.5830
H13 5.0908 -2.9667 -0.9505
H14 4.2218 -1.6591 -1.7572
H15 6.2908 -0.8852 -0.6356
H16 5.6713 -1.4231 0.9227
H17 4.0809 0.5309 -0.7633
H18 5.4446 1.1030 0.1910
H19 2.7518 -1.2619 2.2258
H20 -0.9973 -1.1145 -1.1515
H21 -3.9038 -0.0001 1.8154
H22 -6.3079 -1.8646 2.3375
H23 -6.3302 -0.1049 2.4016
H24 -7.4628 -0.9707 1.3500

---

[4]
ORCA calculation (ωB97M-V with the def2-TZVPD basis set) on an isolated molecule of C7H11N in a non-equilibrium geometry.

Its SMILES is C1=C[C@H]2CCCN2C1. The calculation puts the HOMO energy at -7.956 eV. The gap between HOMO and LUMO comes out at 0.3333 hartree.

Positions of all 19 atoms, in Å:
C1 -1.6033 0.3794 -1.0235
C2 -0.9562 1.3174 -0.0966
C3 -0.2428 0.3228 0.8048
C4 1.0804 0.8172 1.4317
C5 2.0328 -0.0372 1.0862
C6 1.4092 -1.1460 0.1004
C7 -0.7540 -1.0158 -1.1739
H1 -2.6220 0.1256 -0.6719
H2 -1.6192 0.6413 -1.9998
H3 -0.2802 1.9531 -0.6849
H4 -1.6634 2.0024 0.3835
H5 -0.9267 0.0178 1.7127
H6 0.9606 1.8174 2.0229
H7 3.1248 -0.0336 1.4433
H8 1.3348 -2.1169 0.7745
H9 1.9309 -1.5085 -0.7523
H10 -0.2935 -0.9344 -2.3061
H11 -1.0872 -2.0949 -0.8869
N1 0.1752 -0.5072 -0.1641

---

[5]
ORCA calculation (ωB97M-V with the def2-TZVPD basis set) on a structure of composition C15H22O2 in a non-equilibrium geometry.

The calculation puts the HOMO energy at -9.298 eV. The gap between HOMO and LUMO comes out at 0.3646 hartree.

Positions of all 39 atoms, in Å:
O1 -2.1871 -0.8293 2.2128
O2 -1.4504 2.2970 1.2202
C1 -1.4642 -0.2423 1.3728
C2 -0.0911 1.0475 3.1035
C3 1.7201 -2.6107 0.5183
C4 0.9910 -2.8821 -1.8703
C5 -1.8267 2.0845 -1.6062
C6 0.7896 2.8205 0.3740
C7 -0.7875 -2.2055 0.0908
C8 0.9574 -0.6003 -0.5406
C9 0.7270 2.4888 -1.0855
C10 -1.3535 -0.7437 -0.0963
C11 -0.8268 1.0364 1.7817
C12 -0.3669 0.0187 -1.0225
C13 -0.3628 1.8936 0.5023
C14 0.6716 -2.0936 -0.5074
C15 -0.5495 1.5764 -0.9775
H1 -0.7542 0.6540 3.8924
H2 0.8421 0.4520 2.9256
H3 0.1635 2.0750 3.4733
H4 1.4354 -3.6465 0.7423
H5 2.7129 -2.7669 0.0296
H6 1.7829 -2.0092 1.4594
H7 2.0880 -2.9087 -2.0945
H8 0.4639 -2.4561 -2.6766
H9 0.6988 -3.9255 -1.7559
H10 -2.6446 1.7845 -1.0105
H11 -1.6675 3.1373 -1.6606
H12 -1.9135 1.7407 -2.6483
H13 1.6496 2.6381 0.9611
H14 0.4948 3.8111 0.7012
H15 -1.2908 -2.8899 -0.5936
H16 -0.7969 -2.6066 1.0251
H17 1.8095 -0.3430 -1.2011
H18 1.1749 -0.1778 0.5075
H19 1.4894 1.9977 -1.6301
H20 0.5611 3.5076 -1.4703
H21 -2.4141 -0.8145 -0.4149
H22 -0.4753 -0.3092 -2.0312

---

In a.u., the total energy values for the records above are, in order, -275.03083, -2775.53950, -1149.86824, -327.95157, -735.12107.
In kcal per mole, the energy relative to the best compared isomer or geometry (same formula, charge and spin) values for the records above are, in order, 53.6, 19.1, 37.4, 85.6, 86.1.